C29H66F3LiN5O12S | ωB97M-V/def2-TZVPD

* HOMO-LUMO gap: 7.057 eV
* 2S+1: 1
* net charge: -1
* LUMO energy: 1.33 eV

Last column: Mulliken charge in e.
Geometry (Å):
1 Li -3.78 0.33 -1.10  0.8784
2 N -0.56 0.37 -2.76  1.0484
3 O -0.80 -0.53 -1.96  -0.6433
4 O 0.41 0.24 -3.51  -0.6628
5 O -1.41 1.24 -2.90  -0.6962
6 C -5.11 -5.25 0.84  0.5430
7 F -4.02 -6.04 0.70  -0.2137
8 F -6.14 -6.17 0.95  -0.2414
9 F -5.12 -4.43 1.90  -0.1998
10 S -5.39 -4.07 -0.75  1.0311
11 O -6.80 -3.91 -0.97  -0.6311
12 O -4.56 -2.85 -0.42  -0.5967
13 O -4.83 -4.72 -1.98  -0.6616
14 C 4.82 -3.13 -5.06  -1.4886
15 C 6.20 -3.46 -4.40  0.4247
16 C 6.88 -2.36 -3.62  -0.7021
17 O 8.14 -2.91 -3.20  -0.3063
18 C 9.07 -2.13 -2.49  -0.7754
19 N 5.95 -4.68 -3.62  -0.7592
20 H 4.21 -2.65 -4.29  0.3306
21 H 4.40 -4.03 -5.49  0.3737
22 H 5.01 -2.36 -5.81  0.3580
23 H 6.90 -3.73 -5.19  0.3421
24 H 6.22 -1.99 -2.84  0.3489
25 H 6.88 -1.46 -4.23  0.3693
26 H 9.54 -2.90 -1.88  0.2636
27 H 8.60 -1.49 -1.74  0.3368
28 H 9.67 -1.52 -3.16  0.2492
29 H 5.46 -4.36 -2.80  0.2574
30 H 6.92 -4.68 -3.35  0.3789
31 C -1.89 2.41 2.43  -1.4899
32 C -3.09 1.42 2.62  0.3446
33 C -3.49 1.55 4.06  -0.8543
34 O -4.41 0.59 4.45  -0.2564
35 C -5.01 0.59 5.75  -0.7851
36 N -4.25 1.64 1.68  -0.5863
37 H -1.41 2.35 1.46  0.3879
38 H -1.10 2.12 3.13  0.4234
39 H -2.12 3.45 2.68  0.3254
40 H -2.58 0.49 2.37  0.3266
41 H -3.98 2.51 4.26  0.3073
42 H -2.68 1.53 4.79  0.4652
43 H -5.50 1.55 5.89  0.3260
44 H -4.28 0.65 6.55  0.3118
45 H -5.61 -0.31 5.88  0.2210
46 H -4.97 1.22 2.25  0.3258
47 H -4.36 2.61 1.92  0.2501
48 C -0.92 -1.26 -8.66  -0.2754
49 C -0.05 -2.33 -7.73  -0.5654
50 O -0.52 -2.49 -6.41  -0.4594
51 O -2.18 -1.81 -8.81  -0.4982
52 H -0.40 -1.10 -9.61  0.2931
53 H -0.92 -0.31 -8.11  0.2483
54 H 0.90 -1.87 -7.47  0.3516
55 H 0.13 -3.31 -8.18  0.2855
56 H 0.13 -1.97 -5.93  0.3271
57 H -2.75 -1.21 -9.31  0.2900
58 C -0.08 7.40 1.11  -1.8382
59 C -1.16 7.86 0.13  1.5193
60 C -1.13 6.74 -0.94  -1.2952
61 C -2.37 6.71 -1.87  -0.8846
62 C -3.64 6.51 -1.12  -0.9902
63 C -3.81 7.59 -0.06  1.6123
64 N -2.49 7.77 0.76  0.5598
65 O -2.72 8.47 2.01  -0.4862
66 C -4.26 8.83 -0.81  -1.7879
67 C -4.90 7.09 0.94  -1.8598
68 C -0.90 9.22 -0.47  -1.7103
69 H -0.35 6.57 1.77  0.2814
70 H 0.06 8.32 1.67  0.4519
71 H 0.85 7.08 0.64  0.3767
72 H -0.18 6.91 -1.45  0.5244
73 H -1.10 5.76 -0.46  0.4030
74 H -2.30 5.82 -2.50  0.4149
75 H -2.45 7.61 -2.47  0.3488
76 H -3.80 5.48 -0.80  0.3877
77 H -4.28 6.54 -2.00  0.2874
78 H -4.47 9.57 -0.02  0.3750
79 H -3.59 9.20 -1.58  0.2761
80 H -5.27 8.76 -1.22  0.4389
81 H -5.13 7.82 1.72  0.4159
82 H -5.77 6.71 0.42  0.4041
83 H -4.56 6.36 1.67  0.3295
84 H 0.12 9.38 -0.80  0.3960
85 H -1.20 9.90 0.33  0.4124
86 H -1.52 9.41 -1.34  0.3054
87 H -2.69 7.65 2.51  0.3353
88 C 2.15 -7.26 3.70  -1.6178
89 C 3.19 -6.14 3.32  1.5159
90 C 3.14 -5.95 1.79  -1.2547
91 C 2.07 -5.05 1.27  -0.6408
92 C 2.10 -3.74 1.98  -1.3353
93 C 2.01 -3.88 3.53  1.4564
94 N 3.12 -4.80 3.99  0.3185
95 O 3.33 -4.82 5.40  -0.4841
96 C 2.25 -2.47 4.18  -1.8923
97 C 0.55 -4.27 3.92  -1.7151
98 C 4.62 -6.72 3.58  -1.9461
99 H 2.25 -7.43 4.77  0.4607
100 H 2.46 -8.29 3.51  0.4230
101 H 1.12 -7.18 3.37  0.2641
102 H 4.13 -5.58 1.53  0.4538
103 H 3.02 -6.89 1.25  0.3300
104 H 1.05 -5.43 1.35  0.3112
105 H 2.14 -5.06 0.18  0.4626
106 H 1.43 -2.98 1.58  0.5132
107 H 3.09 -3.34 1.77  0.3318
108 H 2.32 -2.56 5.27  0.4330
109 H 3.18 -2.07 3.78  0.4320
110 H 1.35 -1.87 3.98  0.4006
111 H -0.12 -3.50 3.54  0.4808
112 H 0.15 -5.15 3.44  0.3081
113 H 0.53 -4.41 5.00  0.3760
114 H 5.49 -6.14 3.28  0.4086
115 H 4.59 -7.65 3.02  0.4337
116 H 4.73 -7.02 4.63  0.4340
117 H 4.20 -4.43 5.47  0.3383


CH3LiORb | ωB97M-V/def2-TZVPD

* HOMO-LUMO gap (alpha / beta): 4.002 / 3.995 eV
* 2S+1: 2
* net charge: 0
* LUMO energy (alpha / beta): -0.35 / -0.35 eV

Last column: Mulliken charge in e.
Geometry (Å):
1 O -0.19 -0.29 0.32  -0.2347
2 C -1.08 0.48 0.96  -0.4030
3 Rb 3.09 -0.09 -1.60  -0.2922
4 H -2.12 0.32 0.67  0.2627
5 H -0.65 1.12 1.74  0.2416
6 Li 0.22 -1.17 -2.79  0.1981
7 H 0.73 -0.37 0.70  0.2275


C22H31BN6OV | ωB97M-V/def2-TZVPD

* HOMO-LUMO gap (alpha / beta): 4.605 / 5.180 eV
* 2S+1: 2
* net charge: +2
* LUMO energy (alpha / beta): -9.62 / -9.48 eV

Last column: Mulliken charge in e.
Geometry (Å):
1 H 1.98 0.05 -2.48  0.3272
2 N 1.00 1.70 -1.59  0.4381
3 B 0.05 4.04 -1.10  0.1182
4 N 0.81 3.02 -2.00  -0.0605
5 C 1.38 3.21 -3.20  0.0621
6 V 0.15 1.18 0.29  -0.0820
7 H 1.33 4.19 -3.63  0.5090
8 C 1.95 2.00 -3.59  -1.3990
9 H 2.49 1.82 -4.51  0.4462
10 C 1.70 1.09 -2.57  -0.0615
11 H -0.01 5.10 -1.60  -0.0126
12 C -0.32 0.52 2.04  -1.0001
13 H -0.01 -0.52 2.15  0.4793
14 H -1.42 0.59 2.01  0.2172
15 H 0.06 1.16 2.84  0.6792
16 N 0.79 4.05 0.26  -0.0282
17 N -1.36 3.42 -0.87  0.0000
18 N 0.95 2.86 0.97  0.2604
19 N -1.49 2.14 -0.31  0.3995
20 C 1.37 5.05 0.94  0.0315
21 C -2.58 3.90 -1.14  0.0384
22 H 1.30 6.04 0.51  0.5083
23 H -2.66 4.89 -1.56  0.5071
24 C 1.93 4.53 2.11  -1.2361
25 C -3.52 2.95 -0.75  -1.2250
26 C 1.66 3.15 2.09  -0.0135
27 C -2.81 1.86 -0.24  -0.1555
28 H 2.45 5.08 2.89  0.4202
29 H -4.59 3.04 -0.81  0.4496
30 H 1.90 2.35 2.77  0.5692
31 H -3.12 0.90 0.15  0.3941
32 H 1.41 0.42 0.87  0.2993
33 C 3.46 -2.74 -1.19  -2.2025
34 C 2.03 -2.20 -1.18  2.0944
35 C 1.43 -2.38 -2.59  -1.4486
36 C 1.13 -2.83 -0.14  0.6185
37 C 1.52 -3.94 0.60  -0.5683
38 C 0.66 -4.56 1.51  -1.4162
39 C -0.60 -3.99 1.74  -0.5906
40 C -1.02 -2.85 1.08  0.6491
41 C -2.39 -2.27 1.40  1.2127
42 C -3.49 -3.21 0.90  -1.4895
43 C -2.59 -2.07 2.91  -1.3249
44 C -0.20 -2.28 0.04  0.4633
45 O -0.61 -1.31 -0.69  -0.9131
46 H 3.44 -3.80 -1.46  0.4262
47 H 3.93 -2.63 -0.20  0.4401
48 H 4.08 -2.22 -1.93  0.4084
49 H 2.06 -1.13 -0.96  -0.4308
50 H 1.27 -3.46 -2.79  0.3528
51 H 0.47 -1.87 -2.65  0.4122
52 H 2.11 -1.99 -3.36  0.4840
53 H 2.50 -4.38 0.45  0.4615
54 H 0.96 -5.47 2.03  0.3941
55 H -1.26 -4.48 2.45  0.4026
56 H -2.46 -1.30 0.89  -0.5904
57 H -3.37 -4.19 1.39  0.3541
58 H -4.49 -2.82 1.15  0.4381
59 H -3.42 -3.34 -0.18  0.3785
60 H -1.86 -1.35 3.30  0.3245
61 H -3.61 -1.69 3.11  0.4256
62 H -2.47 -3.03 3.43  0.3542


In order of appearance, maximum force = 4.7, 1.9, 2.2 eV/Å.